(1)
{"formula": "H3NO4S", "method": "wB97M-V/def2-TZVPD", "homo_lumo_gap_ha": [0.310, 0.323], "relative_energy_kcal_mol": 48.66, "multiplicity": 1, "e_tot_ev": -20558.405, "lumo_ev": [-1.04, -1.08], "elements": ["N", "O", "O", "O", "O", "S", "H", "H", "H"], "coordinates": [[-0.12, -1.34, 0.47], [0.96, -0.02, -1.37], [2.14, -0.18, 0.83], [-1.44, 1.18, -0.46], [-0.48, 1.60, 0.43], [0.98, -0.17, 0.03], [-0.10, -1.74, 1.43], [-0.88, -0.93, 0.01], [-1.07, 1.61, -1.36]], "lowdin_charge": [-0.043, -0.271, -0.265, -0.196, -0.259, 0.737, 0.119, 0.019, 0.159]}


(2)
{"formula": "C3H13NO2S", "method": "wB97M-V/def2-TZVPD", "s2": 0.7537, "homo_lumo_gap_ha": [0.375, 0.162], "relative_energy_kcal_mol": 47.40, "multiplicity": 2, "e_tot_ev": -19731.204, "lumo_ev": [-3.64, -9.16], "total_charge": 1, "elements": ["C", "N", "C", "C", "S", "H", "H", "H", "H", "H", "H", "H", "H", "H", "H", "H", "O", "H", "H", "O"], "coordinates": [[-2.00, 0.09, 0.65], [-1.16, -0.23, -0.51], [0.11, -0.81, -0.15], [1.02, -0.71, -1.29], [2.74, -0.94, -0.96], [-1.34, 0.78, 1.34], [-2.41, -0.74, 1.16], [-2.87, 0.49, 0.13], [-1.80, -0.77, -1.07], [0.74, -0.25, 0.69], [-0.04, -1.92, 0.16], [0.82, -1.45, -2.05], [0.83, 0.35, -1.83], [3.44, -1.01, -2.06], [0.39, -0.60, 2.70], [0.12, 0.19, 3.96], [0.45, -0.66, 3.63], [0.24, 2.15, -1.04], [0.07, 3.08, -2.11], [0.67, 2.95, -1.36]], "mulliken_spin": [-0.003, 0.052, 0.032, -0.095, 0.875, 0.002, 0.005, 0.001, -0.002, 0.000, 0.002, 0.049, 0.089, -0.006, -0.001, 0.000, 0.000, -0.002, 0.000, 0.002]}


(3)
{"formula": "C6H10O2", "method": "wB97M-V/def2-TZVPD", "smiles": "CC(C)C(=O)CC=O", "homo_lumo_gap_ha": 0.380, "relative_energy_kcal_mol": 10.47, "multiplicity": 1, "e_tot_ev": -10478.716, "lumo_ev": 0.54, "elements": ["C", "C", "C", "C", "O", "C", "C", "O", "H", "H", "H", "H", "H", "H", "H", "H", "H", "H"], "coordinates": [[1.66, 0.40, -0.11], [0.72, -0.66, 0.47], [0.13, -0.20, 1.80], [-0.44, -1.06, -0.42], [-1.05, -2.09, -0.24], [-0.89, -0.09, -1.51], [-1.65, 1.04, -0.87], [-1.19, 2.10, -0.57], [2.14, 0.03, -1.03], [2.44, 0.61, 0.62], [1.13, 1.33, -0.32], [1.29, -1.58, 0.66], [-0.55, -0.95, 2.19], [-0.41, 0.74, 1.69], [0.93, -0.05, 2.53], [-0.02, 0.30, -2.04], [-1.55, -0.63, -2.18], [-2.71, 0.79, -0.66]], "lowdin_charge": [-0.069, -0.347, -0.049, -0.381, 0.104, -0.068, -0.257, 0.063, 0.089, 0.081, 0.071, 0.146, 0.084, 0.076, 0.083, 0.117, 0.126, 0.133]}


(4)
{"formula": "C48H36CoIN3P3Se2", "method": "wB97M-V/def2-TZVPD", "s2": 3.7709, "homo_lumo_gap_ha": [0.264, 0.168], "multiplicity": 4, "e_tot_ev": -259112.167, "lumo_ev": [-2.22, -5.03], "total_charge": 1, "elements": ["Co", "I", "C", "C", "C", "C", "C", "C", "C", "C", "C", "P", "C", "C", "C", "C", "C", "C", "C", "C", "C", "C", "C", "C", "C", "H", "H", "H", "H", "H", "H", "H", "H", "H", "H", "H", "H", "H", "H", "H", "H", "Se", "P", "C", "C", "C", "C", "C", "C", "C", "C", "C", "C", "C", "C", "C", "C", "N", "N", "N", "P", "Se", "C", "C", "C", "C", "C", "C", "C", "C", "C", "C", "C", "C", "H", "H", "H", "H", "H", "H", "H", "H", "H", "H", "H", "H", "H", "H", "H", "H", "H", "H", "H", "H"], "coordinates": [[2.32, -1.19, -0.61], [4.32, -2.70, -1.04], [5.57, -2.19, 0.63], [6.88, -2.07, 0.27], [7.88, -1.90, 1.24], [7.54, -1.93, 2.56], [6.19, -2.06, 2.95], [5.90, -2.13, 4.34], [4.63, -2.26, 4.79], [3.58, -2.23, 3.86], [3.80, -2.13, 2.50], [2.25, -1.72, 1.58], [1.12, -3.05, 2.11], [0.14, -2.90, 3.08], [-0.71, -3.96, 3.38], [-0.57, -5.17, 2.72], [0.43, -5.33, 1.77], [1.26, -4.27, 1.46], [1.79, -0.16, 2.39], [0.49, 0.34, 2.24], [0.22, 1.67, 2.50], [1.22, 2.52, 2.94], [2.50, 2.03, 3.12], [2.79, 0.70, 2.84], [5.13, -2.13, 1.99], [7.16, -2.13, -0.77], [8.91, -1.80, 0.93], [8.30, -1.86, 3.33], [6.73, -2.07, 5.03], [4.41, -2.34, 5.84], [2.56, -2.25, 4.22], [0.03, -1.96, 3.61], [-1.48, -3.83, 4.14], [-1.24, -5.99, 2.95], [0.54, -6.27, 1.26], [2.03, -4.39, 0.70], [-0.30, -0.32, 1.90], [-0.78, 2.06, 2.35], [1.01, 3.57, 3.13], [3.29, 2.69, 3.46], [3.80, 0.34, 2.97], [-3.83, -2.34, 0.70], [-3.40, -0.59, -0.46], [-3.83, 0.91, 0.47], [-3.96, 0.84, 1.86], [-4.37, 1.95, 2.57], [-4.64, 3.13, 1.91], [-4.52, 3.20, 0.52], [-4.13, 2.09, -0.20], [-4.33, -0.49, -2.01], [-5.64, -0.96, -2.00], [-6.42, -0.84, -3.14], [-5.89, -0.26, -4.28], [-4.58, 0.20, -4.29], [-3.79, 0.08, -3.15], [-1.68, -0.83, -0.85], [-0.46, -0.26, -1.20], [0.42, -1.30, -1.19], [-0.21, -2.41, -0.85], [-1.46, -2.15, -0.64], [0.35, 1.23, -1.78], [2.39, 1.24, -1.06], [0.31, 1.09, -3.59], [-0.29, 0.04, -4.26], [-0.24, -0.01, -5.64], [0.41, 0.99, -6.35], [1.02, 2.04, -5.68], [0.98, 2.09, -4.30], [-0.51, 2.79, -1.44], [0.01, 3.68, -0.51], [-0.56, 4.93, -0.35], [-1.66, 5.29, -1.12], [-2.18, 4.41, -2.06], [-1.60, 3.16, -2.23], [-3.76, -0.10, 2.36], [-4.48, 1.88, 3.65], [-4.96, 4.01, 2.46], [-4.77, 4.12, 0.01], [-4.09, 2.13, -1.28], [-6.04, -1.43, -1.11], [-7.44, -1.21, -3.13], [-6.50, -0.16, -5.17], [-4.17, 0.65, -5.18], [-2.76, 0.42, -3.17], [-0.79, -0.76, -3.71], [-0.71, -0.83, -6.17], [0.45, 0.94, -7.43], [1.54, 2.81, -6.23], [1.46, 2.90, -3.76], [0.88, 3.39, 0.07], [-0.14, 5.63, 0.36], [-2.10, 6.27, -1.00], [-3.02, 4.70, -2.67], [-1.97, 2.49, -3.00]], "mulliken_spin": [1.930, 0.010, -0.003, 0.005, 0.002, -0.002, 0.000, -0.001, 0.001, -0.004, 0.024, -0.011, -0.009, 0.006, -0.003, 0.003, -0.001, 0.004, 0.002, 0.015, -0.004, 0.005, -0.005, -0.005, -0.005, -0.001, 0.000, 0.000, 0.000, 0.000, 0.000, 0.000, -0.001, 0.000, 0.000, -0.002, -0.008, 0.001, 0.001, 0.000, 0.000, 0.863, 0.000, -0.033, 0.023, 0.015, 0.003, 0.003, -0.008, -0.027, 0.026, 0.007, 0.000, 0.000, 0.001, 0.005, -0.047, 0.046, 0.040, 0.072, 0.046, 0.026, -0.016, 0.000, 0.000, 0.000, 0.002, 0.003, -0.009, -0.001, 0.001, 0.000, 0.000, 0.001, 0.015, 0.001, 0.000, 0.000, -0.001, -0.001, 0.000, 0.000, 0.000, -0.002, -0.001, 0.000, 0.000, 0.000, 0.002, 0.001, 0.000, 0.000, 0.000, 0.000]}